{"formula": "C35H50AlN7P", "method": "ωB97M-V with the def2-TZVPD basis set", "elements": ["Al", "C", "C", "C", "C", "C", "C", "N", "C", "C", "C", "C", "C", "C", "N", "N", "C", "C", "C", "C", "C", "N", "H", "H", "H", "H", "H", "H", "H", "H", "H", "H", "H", "H", "H", "C", "C", "C", "C", "P", "N", "C", "C", "C", "C", "C", "C", "C", "C", "H", "H", "H", "H", "H", "H", "H", "H", "H", "H", "H", "H", "H", "H", "H", "H", "H", "H", "H", "H", "H", "H", "H", "H", "H", "H", "H", "N", "C", "N", "C", "C", "C", "C", "C", "H", "H", "H", "H", "H", "H", "H", "H", "H", "H"], "positions_angstrom": [[-0.8106, -0.0929, 1.2827], [-2.4853, -5.4771, 1.7663], [-3.6431, -4.7150, 1.8746], [-3.6135, -3.3368, 1.7239], [-2.4095, -2.6569, 1.3807], [-1.2363, -3.4278, 1.3411], [-1.2636, -4.8122, 1.5181], [-2.4083, -1.2766, 1.2229], [-3.4766, -0.5455, 0.7153], [-4.6493, -1.0712, 0.1060], [-5.5984, -0.1938, -0.4086], [-5.5262, 1.2092, -0.2148], [-4.4204, 1.7791, 0.4175], [-3.3721, 0.8939, 0.7659], [-2.2017, 1.3536, 1.2555], [-2.1710, 2.4135, 2.0607], [-1.4370, 2.0846, 3.1157], [-1.2801, 3.0575, 4.1366], [-0.5546, 2.6684, 5.2476], [-0.1238, 1.3145, 5.3688], [-0.4579, 0.4113, 4.3601], [-0.9372, 0.8017, 3.1652], [-2.5066, -6.5557, 1.8098], [-4.5637, -5.2015, 2.1034], [-4.4935, -2.7459, 1.8841], [-0.2746, -2.9514, 1.1118], [-0.3478, -5.3827, 1.4708], [-4.7841, -2.1392, 0.0146], [-6.4435, -0.5854, -0.9687], [-6.3504, 1.7963, -0.5716], [-4.2056, 2.8114, 0.5758], [-1.6998, 4.0421, 4.0022], [-0.3778, 3.3844, 6.0282], [0.3684, 0.9543, 6.2607], [-0.2414, -0.6444, 4.4372], [-0.6484, -2.5144, -2.4997], [-0.9136, -1.0927, -3.0196], [-0.6459, -1.0768, -4.5171], [-2.3782, -0.8015, -2.7630], [0.1310, 0.1693, -1.9435], [-0.2562, 0.0939, -0.4322], [1.9953, -0.3252, -2.2686], [2.8591, 0.8019, -1.6993], [2.3202, -1.5757, -1.4552], [2.4297, -0.5689, -3.7065], [-0.1469, 1.9554, -2.6752], [0.6369, 2.2540, -3.9495], [-1.6105, 2.2114, -2.9397], [0.2528, 2.9348, -1.5448], [-1.4183, -3.2144, -2.8844], [-0.7240, -2.5081, -1.4050], [0.3224, -2.9210, -2.7979], [-1.4451, -1.6707, -5.0185], [0.3107, -1.5757, -4.7349], [-0.6007, -0.0754, -4.9590], [-2.9631, -1.7295, -2.7068], [-2.8434, -0.1898, -3.5819], [-2.5457, -0.2783, -1.8266], [2.5626, 1.0005, -0.6583], [2.8289, 1.7484, -2.2683], [3.9367, 0.4933, -1.6968], [1.7379, -1.6319, -0.5349], [3.3975, -1.5479, -1.1279], [2.1587, -2.5156, -1.9814], [2.2299, 0.2478, -4.4291], [2.0086, -1.4810, -4.1243], [3.5459, -0.7708, -3.6821], [0.3800, 1.5946, -4.7888], [1.7192, 2.2351, -3.7877], [0.3649, 3.2946, -4.2181], [-2.0063, 1.6550, -3.8034], [-1.7714, 3.3045, -3.1405], [-2.2206, 1.9235, -2.0562], [1.3318, 2.9477, -1.3040], [-0.2793, 2.7536, -0.5978], [-0.0049, 3.9791, -1.8640], [0.9018, -0.8160, 1.9144], [1.9938, -0.3805, 2.1881], [3.1459, 0.1614, 2.4116], [3.2058, 1.4531, 3.1327], [4.5603, 2.1115, 2.9793], [5.3316, 1.8285, 1.6857], [5.3940, 0.3280, 1.3319], [4.4907, -0.5090, 2.2001], [2.9643, 1.3061, 4.1923], [2.3959, 2.1151, 2.7621], [5.1797, 1.8832, 3.8773], [4.3768, 3.2010, 3.0914], [6.3464, 2.3044, 1.7511], [4.7973, 2.3798, 0.8759], [6.4271, -0.0759, 1.4218], [5.1430, 0.1391, 0.2779], [4.9407, -0.6285, 3.2003], [4.3637, -1.4982, 1.7384]], "forces_ev_per_a": [[-0.5549, 0.3849, -1.3596], [0.9266, 0.8511, -0.5246], [0.5617, 0.2222, 0.0028], [1.0200, 0.0877, -0.2604], [-1.2038, -1.3595, 0.5904], [0.4407, 0.1561, -0.3069], [-1.0940, 0.0558, 0.2145], [-0.3841, 1.7273, -0.6443], [1.1191, -1.1526, 0.1841], [-0.6989, 0.8317, -0.4734], [0.6504, -0.7279, 0.5664], [1.1051, 0.5132, 0.6981], [-0.8490, -1.9661, -0.8638], [0.3579, 1.0102, -0.2051], [-0.4509, -0.4031, 0.8058], [-1.2867, -0.5460, -2.2339], [1.2642, 0.0692, 0.5844], [0.8485, -1.2498, 0.3582], [-0.2211, -0.6448, -0.6130], [-0.8878, 0.0119, -0.3935], [1.2648, 0.7789, 0.1296], [-0.3184, 0.7506, 1.1246], [-0.0619, -0.0249, 0.2126], [-0.5658, -0.2025, 0.1239], [-0.2921, -0.0341, 0.1601], [-0.4150, -0.1223, 0.0925], [0.0729, 0.0365, -0.0855], [0.0742, 0.1372, -0.2781], [0.1161, -0.0389, 0.1977], [-0.1041, 0.3583, -0.1008], [-0.3589, 0.6059, -0.0361], [-0.0067, -0.0190, -0.0394], [0.1877, 0.0812, 0.2982], [-0.1275, 0.0369, 0.0569], [0.2042, -0.0524, 0.1355], [-0.0788, -0.1837, 0.2892], [0.5970, 0.1943, 0.4327], [0.2389, -0.4553, -0.5407], [-1.3076, 0.5929, -0.5755], [-0.1917, -0.4535, -0.4241], [0.0917, 0.0057, -0.0511], [-0.4422, 0.5633, 0.0965], [0.7367, 0.4313, 0.2979], [0.7365, -0.2975, 0.8487], [1.0769, -0.2054, -0.6808], [0.6687, -0.6596, 0.9171], [0.0903, 0.6261, 0.0055], [-1.2286, 0.1862, 0.0804], [0.3390, 0.9098, 0.0474], [0.3330, 0.4320, 0.1039], [0.0593, -0.1969, -0.1308], [-0.1086, 0.1777, 0.0787], [0.4623, 0.4648, 0.2179], [-0.5635, 0.2194, -0.1122], [-0.2650, -0.2564, 0.0783], [0.1673, 0.1007, -0.0761], [0.4506, -0.5253, 0.7736], [-0.0233, 0.0552, 0.1700], [0.1323, 0.0952, -0.1695], [-0.1418, -0.5185, 0.2954], [-0.8025, 0.0887, -0.0252], [-0.1263, 0.1263, 0.0409], [-0.8069, -0.0724, -0.4643], [0.0522, 0.1400, -0.1353], [0.1900, -0.4333, 0.5912], [-0.0111, 0.0324, 0.1194], [-1.0560, 0.4122, -0.1031], [0.0843, 0.2853, 0.2804], [-0.2669, 0.0005, -0.1628], [0.2098, -0.4544, -0.1435], [0.2441, 0.2510, 0.2493], [0.1627, -0.8861, 0.1901], [0.2441, 0.3105, -0.4871], [-0.4914, -0.1403, -0.2251], [0.0362, -0.1534, -0.4474], [0.1707, -0.7972, 0.1340], [4.1750, 1.5791, 1.8488], [-3.6599, -1.5839, -1.4699], [0.8500, -0.3863, -0.0927], [-1.0904, 0.4132, 0.1087], [0.8734, 0.8330, 1.1463], [-0.1354, 0.9069, -0.5946], [0.7493, 0.0226, -0.5714], [-0.4426, -0.4128, 0.4319], [0.1720, -0.1603, -0.1117], [0.4193, -0.4677, -0.1696], [-0.2645, -0.1561, -0.6555], [0.1988, -0.5441, -0.2404], [-0.9188, -0.5706, -0.0408], [0.4048, -0.4445, 0.3765], [-0.6113, 0.2570, 0.2088], [-0.0860, 0.3327, 0.2634], [-0.3435, -0.0922, -0.2939], [-0.2846, 0.2990, 0.3545]], "mulliken_charge": [-2.66, -0.51, -0.91, -0.64, 0.82, 0.00, -0.93, 0.73, 0.66, -0.71, -0.88, -0.78, -0.38, 0.25, 1.38, -1.27, 0.52, -0.79, -0.29, -0.98, -0.31, 0.41, 0.42, 0.43, 0.81, 0.34, 0.44, 0.67, 0.42, 0.45, 0.58, 0.53, 0.49, 0.52, 0.53, -2.20, 2.46, -1.68, -1.49, -1.10, 1.45, 2.43, -1.68, -1.41, -1.90, 2.15, -1.80, -1.60, -1.40, 0.58, 0.64, 0.18, 0.49, 0.31, 0.21, 0.58, 0.23, -0.10, 0.28, 0.03, 0.49, 0.02, 0.44, 0.40, 0.23, 0.40, 0.47, 0.16, 0.33, 0.53, 0.22, 0.57, 0.19, 0.23, 0.12, 0.51, -0.13, 0.38, 0.12, -0.38, -0.93, -0.53, -0.22, -0.78, 0.33, 0.30, 0.35, 0.42, 0.39, 0.20, 0.43, -0.11, 0.36, 0.52], "max_force_ev_per_a": 4.83, "orbital_gap_ha": [0.2223, 0.1929], "homo_energy_ev": [-10.081, -9.775], "lumo_ha": [-0.1482, -0.1664], "charge": 1, "relative_energy_kcal_mol": 7.8}

***

{"formula": "C5H15NOS", "method": "ωB97M-V with the def2-TZVPD basis set", "elements": ["C", "C", "S", "C", "N", "C", "C", "H", "H", "H", "H", "H", "H", "H", "H", "H", "H", "H", "H", "H", "H", "H", "O"], "positions_angstrom": [[0.7144, 1.3873, -1.0991], [1.7642, 0.2819, -1.0067], [2.5347, 0.2421, 0.6024], [-0.2462, 1.1693, 0.0418], [-0.8702, -0.1351, 0.0826], [-0.9595, -0.8037, 1.3577], [-2.1111, -0.0431, -0.6788], [0.0787, 1.1988, -1.9644], [1.1076, 2.3971, -1.0334], [1.3413, -0.6576, -1.3627], [2.5690, 0.5167, -1.7658], [0.9182, 1.3409, 1.7478], [-0.9945, 1.9654, 0.1103], [0.4611, 1.2233, 0.9687], [-1.6664, -1.6361, 1.3455], [0.0272, -1.0254, 1.7631], [-1.3121, -0.1194, 2.1646], [-1.9095, 0.2921, -1.6897], [-2.6438, -0.9846, -0.5847], [-2.8185, 0.6693, -0.2163], [1.8515, -1.9354, 0.7491], [0.8042, -2.5737, -0.1462], [1.3598, -2.7699, 0.6143]], "forces_ev_per_a": [[-1.0298, -0.8812, 1.2112], [1.5235, 0.6404, -1.5731], [0.1623, 0.4613, 1.3838], [-1.3717, 0.2028, -0.2301], [0.1464, 0.1360, -1.2136], [-0.1519, 1.4088, 1.5012], [-0.4052, 0.0093, 1.3590], [0.3823, 0.3348, -0.4204], [0.1130, 0.0551, -0.3305], [-0.1221, -0.0649, 0.5234], [-0.6549, -0.1392, 0.8763], [2.4920, -1.2368, -0.7086], [0.0758, 0.2160, 0.2882], [-1.2704, 0.3165, -0.5830], [0.5248, -0.1025, -0.2111], [-0.0608, -0.7585, -0.5528], [-0.5368, 0.0457, -0.3313], [-0.1418, -0.3385, -0.2274], [0.1534, -0.3134, -0.6603], [0.1456, 0.2604, -0.0838], [-0.1126, -0.2578, 0.0415], [-0.0742, -0.0464, 0.0249], [0.2130, 0.0519, -0.0836]], "mulliken_charge": [-0.55, -0.37, -0.34, -0.70, 0.55, -1.07, -1.06, 0.24, 0.37, 0.21, 0.36, 0.54, 0.51, -0.59, 0.33, 0.38, 0.33, 0.24, 0.33, 0.40, 0.23, 0.31, -0.64], "max_force_ev_per_a": 2.87, "orbital_gap_ha": 0.2578, "homo_energy_ev": -8.526, "lumo_ha": -0.0556, "relative_energy_kcal_mol": 117.4}

***

{"formula": "C3H8NO", "method": "ωB97M-V with the def2-TZVPD basis set", "elements": ["O", "C", "C", "C", "N", "H", "H", "H", "H", "H", "H", "H", "H"], "positions_angstrom": [[0.6873, 0.9326, 1.8910], [-0.2792, 0.9067, 1.1854], [-0.4003, -0.1048, 0.0521], [-0.1279, 0.5216, -1.3078], [0.5512, -1.2211, 0.4082], [-1.1719, 1.5270, 1.3750], [-1.3923, -0.5157, -0.0364], [-0.8473, 0.3100, -2.0977], [0.8828, 0.4358, -1.7115], [-0.3023, 1.6055, -1.2240], [0.5320, -1.9523, -0.3045], [0.3752, -1.6293, 1.3287], [1.4926, -0.8161, 0.4415]], "forces_ev_per_a": [[0.2025, -0.0738, -0.1371], [-0.6041, -0.2529, 0.3997], [-0.0229, -0.0675, -0.2904], [0.0152, 1.5228, -0.5985], [0.2424, 0.2355, -0.6218], [0.2052, 0.2372, -0.2544], [-0.4028, -0.2949, 0.6178], [0.0711, -0.8516, 0.1855], [0.0205, -0.2277, 0.2735], [0.3137, -0.1154, 0.2454], [0.0426, -0.0610, 0.0678], [-0.1301, 0.0537, -0.0103], [0.0467, -0.1044, 0.1226]], "mulliken_charge": [-0.42, -0.04, 0.24, -1.24, -0.37, 0.40, 0.33, 0.35, 0.36, 0.35, 0.34, 0.34, 0.37], "max_force_ev_per_a": 1.64, "orbital_gap_ha": 0.4183, "homo_energy_ev": -15.185, "smiles": "C[C@@H]([NH3+])C=O", "lumo_ha": -0.1397, "charge": 1, "relative_energy_kcal_mol": 5.8}

***

| no. | molecular weight (g mol⁻¹) |
| --- | --- |
| 1 | 626.79 |
| 2 | 137.25 |
| 3 | 74.10 |